(w)
A cluster of 2 separate species, C5H12N2O2 in total, computed with ωB97M-V/def2-TZVPD.

Results
Frontier orbital gap (eV): 10.0
SMILES string: CN(C)C(N)=O.CC=O

Element x y z (Å)
C  -0.7660  0.7520  -1.5701
N  -0.1511  0.5687  -0.2456
C  -0.7380  1.4822  0.7435
C  1.3500  0.4109  -0.1364
N  1.9581  0.2161  -1.3739
O  1.9633  0.9166  0.7964
H  -0.5464  1.7523  -1.9442
H  -0.4183  0.0057  -2.2809
H  -1.8450  0.6166  -1.4733
H  -0.1734  1.4422  1.6732
H  -1.7801  1.2023  0.9099
H  -0.7120  2.5070  0.3683
H  1.5846  -0.5837  -1.8742
H  2.9587  0.1265  -1.2518
C  -0.6622  -1.6046  1.6890
C  -0.1681  -1.5211  0.2709
O  -0.6022  -2.0877  -0.7182
H  -0.0859  -0.9257  2.3188
H  -1.7265  -1.3600  1.7146
H  -0.5165  -2.6234  2.0488
H  1.0769  -1.2932  0.3351

(x)
A cluster of 2 separate species, C5H12N2O2 in total, computed with ωB97M-V/def2-TZVPD.

Results
Frontier orbital gap (eV): 10.4
SMILES string: CNC(N)=O.CC(C)=O

Element x y z (Å)
C  0.4129  -2.1787  -1.0582
N  1.6867  -1.6513  -0.5564
C  1.6043  -0.3415  0.1697
N  2.1966  0.4236  -0.7494
O  1.2241  -0.1912  1.3093
H  -0.2719  -2.3977  -0.2361
H  -0.0452  -1.4306  -1.7009
H  0.5984  -3.0913  -1.6248
H  2.1406  -2.3313  0.0490
H  2.2921  1.4141  -0.5797
H  2.3143  -0.5671  -1.4283
C  -0.7976  2.2964  0.2561
C  -1.4658  0.9567  0.0603
C  -2.0259  0.3193  1.3068
O  -1.5315  0.4217  -1.0254
H  -0.0120  2.1919  1.0058
H  -1.5224  3.0247  0.6250
H  -0.3790  2.6493  -0.6840
H  -2.6557  -0.5297  1.0492
H  -2.5821  1.0404  1.9062
H  -1.1809  -0.0279  1.9059

(y)
A cluster of 2 separate species, C5H12N2O2 in total, computed with ωB97M-V/def2-TZVPD.

Results
Frontier orbital gap (eV): 9.0

Element x y z (Å)
C  -2.2962  -0.3236  0.0578
C  0.7678  -1.7498  0.4609
C  1.6069  0.5402  0.4654
C  0.3063  -0.2636  -1.4532
C  -0.8574  0.2079  0.5163
N  -0.5064  2.2254  -0.0249
N  0.4030  -0.2896  0.0455
O  -2.2151  -1.5412  0.2029
O  -3.2014  0.4372  -0.1426
H  -0.2523  -2.1989  0.6803
H  1.2991  -2.0359  -0.3842
H  1.4532  -1.6965  1.3851
H  1.4196  0.5396  1.5050
H  2.5791  0.1308  0.2198
H  1.2834  1.4368  0.0682
H  0.2291  0.6898  -1.7843
H  1.1190  -0.7315  -1.8819
H  -0.6636  -0.9130  -1.8250
H  -0.8354  0.4380  1.5358
H  -0.2729  2.6096  0.8404
H  -1.3657  2.4882  -0.4873

Energy relative to the most stable one, in kcal/mol: (w) 9.7; (x) 0.0; (y) 92.4

(w)
A cluster of 2 separate species, C5H12N2O2 in total, computed with ωB97M-V/def2-TZVPD.

Results
Frontier orbital gap (eV): 10.2
SMILES string: CCC(N)=O.CC(N)=O

Element x y z (Å)
C  0.7571  -0.6170  -2.6495
C  0.1697  -1.9103  -2.1530
C  -0.7912  -1.6380  -1.0311
N  -1.8638  -2.4877  -0.8834
O  -0.7275  -0.6409  -0.3416
H  0.9621  0.0048  -1.7667
H  0.0527  -0.1642  -3.3540
H  1.6843  -0.6612  -3.2494
H  -0.2858  -2.5306  -2.9678
H  1.0541  -2.4724  -1.7898
H  -2.4556  -2.3052  -0.0907
H  -2.0208  -3.3418  -1.3919
C  -0.3696  2.7596  1.9668
C  0.9576  2.1534  2.3832
N  1.0067  1.0897  3.2502
O  1.9369  2.7003  1.9251
H  -0.3264  2.8782  0.8610
H  -0.4848  3.8059  2.3182
H  -1.3044  2.1989  2.0991
H  1.8375  0.7216  3.6690
H  0.2111  0.4570  3.1965

(x)
An isolated molecule of C5H12N2O2, computed with ωB97M-V/def2-TZVPD.

Results
Frontier orbital gap (eV): 8.5

Element x y z (Å)
C  1.2032  -1.8836  1.3161
C  0.7852  -0.5477  -0.8228
O  1.4129  -0.6373  0.6779
O  0.6186  -1.6280  -1.4138
H  1.4767  0.2161  -1.2320
H  0.2590  -1.9040  1.8799
H  2.0326  -2.0654  2.0040
H  1.1653  -2.6844  0.5727
C  -0.9364  1.2633  -1.5078
C  -0.6122  0.2563  -0.4080
N  -1.6266  -0.7580  -0.1963
N  0.3680  1.9990  1.0212
C  -0.1805  0.8081  0.8799
H  -2.5347  -0.4586  -0.5284
H  -1.3326  -1.5825  -0.7256
H  0.6460  2.5320  0.2114
H  0.7760  2.2702  1.9021
H  -0.4671  0.2869  1.7820
H  -1.8462  1.8286  -1.2875
H  -0.1248  1.9759  -1.6871
H  -1.0826  0.7130  -2.4379

Energy relative to the most stable one, in kcal/mol: (w) 0.0; (x) 67.5

(w)
A structure of composition C4H7NO3, computed with ωB97M-V/def2-TZVPD.

Results
Frontier orbital gap (eV): 9.6

Element x y z (Å)
C  1.1683  -0.8510  0.0208
C  0.5614  1.5455  0.0462
N  0.1193  0.1593  -0.0241
C  -1.3075  -0.1694  0.5801
C  -1.2750  -0.1784  -1.2139
O  -1.3692  -1.4212  1.1379
O  -1.9437  0.7474  1.0539
O  -1.1480  -0.0842  -2.3581
H  -1.1309  -2.1040  0.4987
H  0.8165  -1.7822  -0.4306
H  1.4854  -1.0381  1.0512
H  2.0306  -0.5119  -0.5570
H  -0.3162  2.1851  0.1365
H  1.1095  1.8008  -0.8648
H  1.1995  1.7023  0.9233

(x)
An isolated molecule of C4H7NO3, computed with ωB97M-V/def2-TZVPD.

Results
Frontier orbital gap (eV): 9.4
SMILES string: C=C(C(=O)O)[C@H](N)O

Element x y z (Å)
C  -0.7857  1.2969  1.2243
C  -0.4223  0.4106  0.3021
C  -1.0336  0.4234  -1.0382
O  -0.4197  0.6423  -2.0602
O  -2.3550  0.1276  -1.0845
C  1.1752  -0.5568  0.1695
N  1.6868  -1.0150  -1.0264
O  0.9479  -1.5719  1.0561
H  -1.5656  2.0332  1.0550
H  -0.2610  1.3974  2.1650
H  -2.6993  0.0213  -0.1869
H  1.7310  0.3144  0.5227
H  1.4449  -1.9746  -1.2323
H  1.5285  -0.3856  -1.8101
H  1.0277  -1.1630  1.9440

Energy relative to the most stable one, in kcal/mol: (w) 21.0; (x) 0.0

(w)
A structure of composition C4H7NO3, computed with ωB97M-V/def2-TZVPD.

Results
Frontier orbital gap (eV): 9.9

Element x y z (Å)
C  -0.9713  1.4776  0.9631
C  -0.2726  0.4405  -0.0874
C  1.0660  -0.0654  0.3830
C  0.6208  -1.2479  -0.4606
H  -0.5849  2.6605  0.6733
H  -0.5018  1.0798  2.1346
H  -1.9970  1.4672  0.7671
H  -0.0369  0.5685  -1.2427
H  0.9507  -0.1558  1.4465
H  2.6735  -0.1678  -0.9931
H  -2.0301  -2.1302  -1.1981
N  -0.7667  -0.9826  -0.1218
O  2.3220  0.5869  0.0358
O  0.9853  -2.3699  -0.9377
O  -1.4570  -1.1613  -1.3620

(x)
A structure of composition C4H7NO3, computed with ωB97M-V/def2-TZVPD.

Results
Frontier orbital gap (eV): 10.1

Element x y z (Å)
C  -1.3669  1.3266  0.2220
C  -0.2402  0.3501  -0.4200
C  1.1403  0.2834  0.1498
C  1.0387  -1.2314  0.0446
H  -1.3953  2.3232  -0.4502
H  -1.2307  1.5245  1.2754
H  -2.2379  0.7060  -0.0495
H  -0.4437  0.7303  -1.4001
H  1.1314  0.3478  1.2758
H  2.6643  0.0443  -0.6663
H  -1.6541  -2.1646  0.7692
N  -0.1680  -1.1367  -0.2574
O  2.2783  1.0527  -0.3001
O  1.9085  -2.1134  0.1117
O  -1.4247  -2.0428  -0.3049

Energy relative to the most stable one, in kcal/mol: (w) 47.1; (x) 0.0